No. 1
ORCA calculation (ωB97M-V/def2-TZVPD) on a single C5H8O molecule.

Summary:
Molar mass (g/mol): 84.12
HOMO-LUMO gap (Eh): 0.395
E_HOMO (eV): -9.65

```
! wB97M-V def2-TZVPD RIJCOSX def2/J DEFGRID3
* xyz 0 1
C 0.893 -0.814 -0.018
C -0.566 -1.120 -0.336
C -1.308 0.182 -0.116
O -0.900 1.723 -0.829
C -0.396 1.214 0.338
C 1.006 0.675 0.227
H 1.532 -1.083 -0.845
H 1.240 -1.346 0.858
H -0.947 -1.915 0.331
H -0.665 -1.490 -1.345
H -2.387 0.208 -0.070
H -0.579 1.741 1.247
H 1.523 0.887 1.150
H 1.552 1.137 -0.590
*
```

Mulliken population analysis, charges in e, atoms 1 to 8: atom 1 (C): -0.477, atom 2 (C): -0.654, atom 3 (C): -0.483, atom 4 (O): -0.533, atom 5 (C): 0.404, atom 6 (C): -0.806, atom 7 (H): 0.251, atom 8 (H): 0.269



No. 2
ORCA calculation (ωB97M-V/def2-TZVPD) on a 3-piece molecular cluster, C3H5N3O overall.

Summary:
Molar mass (g/mol): 99.09
HOMO-LUMO gap (spin up / spin down) (Eh): 0.293 / 0.279
E_HOMO (spin up / spin down) (eV): -7.39 / -7.24

```
! wB97M-V def2-TZVPD RIJCOSX def2/J DEFGRID3
* xyz 0 1
C -0.401 0.335 0.053
N -0.502 -0.771 0.761
C -1.435 1.811 1.176
C 1.277 -0.490 -1.491
N 0.081 1.108 -0.730
N 1.426 -1.636 -1.030
O -1.838 1.378 2.207
H 0.123 -1.527 0.472
H -0.912 -0.707 1.682
H 2.022 -2.302 -1.535
H -1.529 2.874 0.853
H 1.688 -0.073 -2.419
*
```

Mulliken population analysis, charges in e, atoms 1 to 8: atom 1 (C): 0.416, atom 2 (N): -0.366, atom 3 (C): -0.006, atom 4 (C): -0.072, atom 5 (N): -0.409, atom 6 (N): -0.538, atom 7 (O): -0.441, atom 8 (H): 0.260



No. 3
ORCA calculation (ωB97M-V/def2-TZVPD) on a single C5H8O2 molecule.

Summary:
Molar mass (g/mol): 100.12
HOMO-LUMO gap (Eh): 0.382
E_HOMO (eV): -9.54

```
! wB97M-V def2-TZVPD RIJCOSX def2/J DEFGRID3
* xyz 0 1
C 1.525 0.228 -1.090
C 1.216 -0.126 0.301
O 1.984 -0.554 1.141
C -0.291 -0.330 0.504
O -0.484 -1.371 1.396
C -1.450 -0.124 -0.456
C -1.141 0.909 0.589
H 0.865 -0.659 -1.270
H 0.944 1.052 -1.504
H 2.578 0.236 -1.401
H 0.376 -1.430 1.850
H -2.298 -0.775 -0.244
H -1.359 0.131 -1.512
H -0.701 1.836 0.226
H -1.766 0.977 1.469
*
```

Mulliken population analysis, charges in e, atoms 1 to 8: atom 1 (C): -0.954, atom 2 (C): 0.702, atom 3 (O): -0.620, atom 4 (C): 0.688, atom 5 (O): -0.616, atom 6 (C): -0.789, atom 7 (C): -0.679, atom 8 (H): 0.295



No. 4
ORCA calculation (ωB97M-V/def2-TZVPD) on FHLuO2P as an isolated structure.

Summary:
Molar mass (g/mol): 257.94
HOMO-LUMO gap (spin up / spin down) (Eh): 0.180 / 0.180
E_HOMO (spin up / spin down) (eV): -7.42 / -7.42

```
! wB97M-V def2-TZVPD RIJCOSX def2/J DEFGRID3
* xyz 0 1
P -0.446 1.006 0.513
F -0.725 2.095 -0.783
O -0.936 -0.485 0.157
O 1.134 0.847 0.375
Lu 1.301 -1.148 -0.508
H -0.328 -2.315 0.246
*
```

List of Mulliken charges in e, atom by atom: atom 1 (P): 0.326, atom 2 (F): -0.303, atom 3 (O): -0.527, atom 4 (O): -0.611, atom 5 (Lu): 1.158, atom 6 (H): -0.043



No. 5
ORCA calculation (ωB97M-V/def2-TZVPD) on C23H50N4OP3Pb as an isolated structure.

Summary:
Molar mass (g/mol): 698.80
HOMO-LUMO gap (spin up / spin down) (Eh): 0.213 / 0.213
E_HOMO (spin up / spin down) (eV): -8.89 / -8.89

```
! wB97M-V def2-TZVPD RIJCOSX def2/J DEFGRID3
* xyz 1 1
Pb 0.316 1.016 -0.269
P -2.206 0.291 -1.496
P 2.730 -0.698 -0.878
N -0.113 -1.847 -0.306
C -2.506 -1.512 -1.275
H -3.334 -1.622 -0.570
H -2.860 -1.907 -2.237
C -1.341 -2.385 -0.784
H -1.690 -2.942 0.131
H -1.262 -3.168 -1.572
C 0.944 -2.773 -0.701
H 1.003 -2.864 -1.821
H 0.677 -3.776 -0.264
C 2.304 -2.334 -0.171
H 3.025 -3.109 -0.449
H 2.237 -2.301 0.932
C 4.183 -0.361 0.240
C 3.715 0.288 1.549
H 2.978 -0.332 2.080
H 3.285 1.288 1.394
H 4.588 0.417 2.206
C 3.388 -1.181 -2.561
C 3.686 0.055 -3.418
H 4.088 -0.250 -4.397
H 4.445 0.693 -2.939
H 2.778 0.641 -3.612
C -2.716 0.544 -3.285
C -2.772 2.045 -3.610
H -3.006 2.176 -4.678
H -1.802 2.536 -3.443
H -3.554 2.542 -3.014
C -3.493 1.098 -0.349
C -3.255 2.611 -0.169
H -3.751 2.947 0.758
H -3.709 3.173 -1.000
H -2.191 2.899 -0.110
C 1.073 3.399 -1.594
C 4.589 -2.139 -2.471
H 4.760 -2.544 -1.466
H 4.419 -3.005 -3.127
H 5.514 -1.656 -2.818
C -3.991 -0.203 -3.707
H -4.451 0.318 -4.567
H -3.773 -1.243 -3.978
H -4.733 -0.224 -2.900
C -4.950 0.825 -0.729
H -5.595 1.255 0.054
H -5.220 1.332 -1.665
H -5.187 -0.244 -0.810
C 5.297 0.446 -0.427
H 4.934 1.379 -0.884
H 6.039 0.702 0.340
H 5.822 -0.119 -1.204
H 4.568 -1.369 0.471
H -3.287 0.588 0.614
H 2.546 -1.714 -3.040
H -1.863 0.097 -3.831
O 1.462 4.328 -2.114
H -0.035 -1.667 -3.548
H -0.025 -2.301 -3.997
C -1.145 -0.584 5.115
N 0.233 -0.580 4.578
C 0.854 0.745 4.824
N 0.067 1.890 4.282
C -1.324 1.825 4.802
N -1.968 0.514 4.544
C -2.233 0.306 3.094
P -0.647 0.311 2.157
C 0.289 -0.970 3.169
C 0.093 1.923 2.818
H -1.041 -0.458 6.204
H -1.612 -1.560 4.918
H 1.839 0.734 4.339
H 0.937 0.876 5.915
H -1.929 2.628 4.353
H -1.249 1.998 5.889
H -2.746 -0.658 2.972
H -2.884 1.104 2.706
H 1.341 -1.102 2.852
H -0.216 -1.938 3.024
H -0.512 2.771 2.462
H 1.131 2.089 2.473
*
```

Mulliken population analysis, charges in e, atoms 1 to 8: atom 1 (Pb): 1.062, atom 2 (P): 0.182, atom 3 (P): -0.069, atom 4 (N): 0.479, atom 5 (C): -0.419, atom 6 (H): 0.444, atom 7 (H): 0.276, atom 8 (C): -1.453



No. 6
ORCA calculation (ωB97M-V/def2-TZVPD) on a 3-piece molecular cluster, C13H27F2NO4S overall.

Summary:
Molar mass (g/mol): 331.43
HOMO-LUMO gap (Eh): 0.354
E_HOMO (eV): -9.61

```
! wB97M-V def2-TZVPD RIJCOSX def2/J DEFGRID3
* xyz 0 1
C -0.990 1.820 -2.531
C -0.593 0.746 -2.942
N -0.381 -0.591 -3.417
C 0.169 -0.637 -4.796
F -0.945 -0.345 -5.666
C 1.269 0.449 -5.129
C 2.503 0.488 -4.131
S 0.473 -1.553 -2.305
O 1.207 -0.732 -1.337
O 1.394 -2.507 -2.914
F -0.695 -2.397 -1.477
H -1.232 2.689 -1.859
H 0.528 -1.659 -5.121
H 0.758 1.455 -5.277
H 1.683 0.170 -6.157
H 2.219 1.184 -3.274
H 3.399 0.991 -4.624
H 2.800 -0.529 -3.726
C -1.250 -1.785 2.192
C -2.354 -1.682 3.231
O -3.574 -1.173 2.715
C -4.178 -1.922 1.670
C -4.526 -3.347 2.067
H -1.059 -0.808 1.739
H -0.327 -2.147 2.651
H -1.513 -2.472 1.385
H -2.036 -0.990 4.014
H -2.522 -2.646 3.722
H -3.542 -1.906 0.778
H -5.097 -1.395 1.402
H -3.640 -3.924 2.339
H -5.020 -3.861 1.240
H -5.196 -3.349 2.931
C 1.513 0.757 3.014
C 1.719 1.210 1.578
O 1.256 2.530 1.326
C 1.862 3.566 2.085
C 3.363 3.670 1.879
H 0.455 0.816 3.283
H 1.853 -0.273 3.140
H 2.064 1.380 3.722
H 1.153 0.550 0.918
H 2.769 1.114 1.282
H 1.617 3.449 3.146
H 1.395 4.500 1.762
H 3.884 2.764 2.193
H 3.768 4.505 2.456
H 3.594 3.831 0.823
*
```

Mulliken population analysis, charges in e, atoms 1 to 8: atom 1 (C): -0.194, atom 2 (C): -0.394, atom 3 (N): 0.148, atom 4 (C): -0.050, atom 5 (F): -0.349, atom 6 (C): -0.478, atom 7 (C): -0.777, atom 8 (S): 1.139



No. 7
ORCA calculation (ωB97M-V/def2-TZVPD) on a single C19H19N5O2 molecule.

Summary:
Molar mass (g/mol): 349.39
HOMO-LUMO gap (Eh): 0.292
E_HOMO (eV): -8.30

```
! wB97M-V def2-TZVPD RIJCOSX def2/J DEFGRID3
* xyz 0 1
H 0.860 -5.384 2.005
N 0.796 -5.542 2.999
C 0.916 -4.523 3.760
N 0.898 -4.725 5.113
N 0.462 -5.983 5.697
C 1.031 -3.229 3.132
C 0.375 -2.913 1.922
C 0.611 -1.621 1.409
C -0.002 -1.113 0.198
O -0.737 -1.822 -0.476
C 0.210 0.257 -0.196
C -0.411 0.843 -1.294
C -0.149 2.186 -1.658
C -0.897 2.837 -2.796
C -0.178 3.534 -3.734
C -0.819 4.072 -4.967
C -2.353 4.176 -4.924
C -2.950 2.892 -4.405
C -2.397 2.649 -2.950
C 0.777 2.907 -0.935
C 1.424 2.336 0.151
C 1.139 1.026 0.548
O 1.814 0.522 1.599
C 1.483 -0.741 2.044
N 2.112 -1.082 3.171
C 1.876 -2.279 3.675
N 2.629 -2.461 4.750
H 0.954 -3.904 5.710
H -0.570 -6.112 5.651
H 0.951 -6.784 5.255
H -0.263 -3.600 1.355
H -1.094 0.248 -1.884
H 0.882 3.699 -3.555
H -0.549 3.493 -5.863
H -0.411 5.053 -5.149
H -2.742 4.409 -5.917
H -2.660 5.038 -4.322
H -4.028 2.971 -4.386
H -2.689 2.060 -5.083
H -2.702 1.621 -2.679
H -2.877 3.315 -2.255
H 0.891 3.954 -1.111
H 2.145 2.905 0.713
H 2.928 -3.425 4.882
H 3.314 -1.761 4.801
*
```

Mulliken population analysis, charges in e, atoms 1 to 8: atom 1 (H): 0.225, atom 2 (N): -0.812, atom 3 (C): 0.508, atom 4 (N): -0.222, atom 5 (N): -0.742, atom 6 (C): 0.536, atom 7 (C): -1.120, atom 8 (C): 0.302